Entry 1:
67
Properties=species:S:1:pos:R:3:forces:R:3:mulliken_charge:R:1 method="wB97M-V/def2-TZVPD" multiplicity=2 s2=0.767 total_charge=+1 gap_ev="6.7 / 6.1"
Ir -0.410263 -0.326400 -0.202740 0.1 -0.4 0.9 2.5534
C -3.145497 -0.128244 1.480204 0.0 0.1 0.0 -1.0999
N -1.738287 -0.630013 1.612547 -0.1 0.0 -0.4 0.6001
C -1.173785 0.038296 2.805297 0.0 0.1 0.1 -1.1605
C -0.978819 1.545961 2.586133 -0.1 -0.2 -0.1 -1.7997
N -0.506529 1.945074 1.231282 0.2 0.0 0.0 1.5706
C -1.389087 2.967495 0.657906 0.0 0.1 0.0 -1.9287
C 0.878523 2.356276 1.261595 0.1 -0.1 0.0 -1.2810
C 1.261016 3.691441 1.237912 0.0 0.0 0.0 -0.4283
C 2.602335 4.042932 1.321354 0.0 0.0 0.0 -0.8299
C 3.571311 3.062417 1.437846 0.0 0.0 0.0 -0.7870
C 3.201644 1.726879 1.443225 0.0 0.0 0.0 -0.6152
C 1.861957 1.366716 1.352565 0.0 0.1 -0.1 1.2751
S 1.447598 -0.344830 1.305922 0.0 0.2 -0.2 -0.6428
C -1.810288 -2.087297 1.710788 -0.2 -0.2 0.0 -0.3860
C -1.635361 -2.782297 2.891534 0.0 0.0 0.0 -0.3969
C -1.761421 -4.170462 2.890568 0.0 0.0 0.1 -0.9251
C -2.082460 -4.841456 1.725432 0.0 -0.1 0.0 -0.7521
C -2.255737 -4.142588 0.535768 0.0 0.0 0.0 -0.6823
C -2.123450 -2.763280 0.515265 0.1 0.3 0.2 1.0362
S -2.271596 -1.780041 -0.933885 -0.1 -0.2 -0.4 -0.4482
H -3.700012 -0.443012 2.366134 0.0 0.0 0.0 0.4503
H -3.610945 -0.520860 0.586328 0.0 0.0 0.0 0.2795
H -3.146131 0.953902 1.420951 0.0 0.0 0.0 0.3349
H -0.243132 -0.446856 3.070692 0.0 0.1 0.0 0.5890
H -1.872890 -0.080418 3.639879 0.0 0.0 0.0 0.7493
H -0.281598 1.908381 3.343520 0.0 0.0 0.0 0.3170
H -1.921338 2.063023 2.763388 0.0 0.0 0.0 0.6873
H -1.550903 3.798920 1.351444 0.0 0.0 0.0 0.5374
H -2.346117 2.523627 0.401592 0.0 0.0 0.0 0.3242
H -0.950308 3.358461 -0.257546 0.0 0.0 0.0 0.5286
H 0.515982 4.469455 1.161019 0.0 0.0 0.0 0.4856
H 2.882503 5.086984 1.299656 0.0 0.0 0.0 0.4338
H 4.616189 3.331452 1.510769 0.0 0.0 0.0 0.4353
H 3.956487 0.953644 1.507014 0.0 0.0 0.0 0.4816
H -1.398222 -2.266463 3.811041 0.0 0.0 0.0 0.4528
H -1.614435 -4.719056 3.810572 0.0 0.0 0.0 0.4358
H -2.190314 -5.917703 1.734965 0.0 0.0 0.0 0.4364
H -2.481501 -4.668422 -0.382540 0.0 0.0 0.0 0.5098
Br -3.416567 2.997764 -2.749273 -0.1 0.0 0.0 -0.1220
C -1.600185 2.594806 -2.974314 0.2 -0.2 0.1 -0.0010
C -0.846460 3.294999 -3.926711 0.0 0.1 -0.1 -0.2369
C 0.483363 3.035462 -4.104757 0.0 0.0 0.0 -0.1100
Br 1.449804 4.009962 -5.401633 0.0 0.0 0.0 -0.1947
C 1.136942 2.052048 -3.323214 0.0 0.0 0.0 0.5466
C 2.504517 1.717110 -3.425249 0.0 0.0 0.0 -0.7424
C 3.028323 0.753967 -2.610982 0.1 0.0 0.0 -1.2854
C 2.213784 0.115664 -1.670816 -0.1 -0.1 0.0 0.1580
N 0.931094 0.398938 -1.547578 -0.5 0.5 -0.7 0.2836
C 0.366646 1.354653 -2.367632 -0.2 0.2 0.0 -0.0494
C -1.026623 1.614108 -2.183394 0.2 -0.1 -0.1 -0.0959
O -1.707949 0.932079 -1.285758 0.5 -0.1 0.5 -0.7881
H -1.335840 4.052615 -4.522966 0.0 0.0 0.0 0.4583
H 3.123399 2.230973 -4.147253 0.0 0.0 0.0 0.3843
H 4.070766 0.476914 -2.664341 0.0 0.0 0.0 0.4690
H 2.611034 -0.625919 -0.994133 0.0 0.0 0.0 0.4978
C 1.561753 -4.586427 -1.422952 0.0 0.0 0.0 -0.4163
C 1.104025 -3.687386 -2.377419 0.0 0.0 0.0 -1.0083
C 0.549490 -2.496999 -1.965400 0.1 0.0 -0.1 -0.1118
N 0.461424 -2.164186 -0.666457 0.0 -0.1 0.2 0.8666
C 0.879737 -3.037616 0.255133 0.0 -0.1 0.0 0.2079
C 1.439791 -4.255341 -0.087006 0.0 0.0 0.0 -1.2066
H 1.994020 -5.531925 -1.720365 0.0 0.0 0.0 0.4386
H 1.158119 -3.904714 -3.433900 0.0 0.0 0.0 0.4784
H 0.153101 -1.787974 -2.675600 0.0 0.0 0.0 0.4004
H 0.745603 -2.761373 1.291010 0.0 0.0 0.0 0.3299
H 1.761738 -4.923841 0.697554 0.0 0.0 0.0 0.5088


Entry 2:
18
Properties=species:S:1:pos:R:3:forces:R:3:mulliken_charge:R:1 method="wB97M-V/def2-TZVPD" total_charge=+1 gap_ev="7.1 / 7.1"
O -0.040023 -0.827484 0.719865 2.0 -2.5 -0.7 0.0396
C 0.757648 0.000540 1.557610 2.4 0.1 2.0 -0.2913
O -0.017467 0.912314 1.935273 2.1 0.8 0.3 -0.2782
Sn -1.405019 0.529868 0.569621 -6.9 -0.2 5.0 0.7813
O -1.802412 1.206840 -1.147184 0.2 2.5 -5.8 -0.3429
C -2.054582 0.840707 -2.301239 -0.5 -0.4 -0.5 0.3110
C 0.469463 -2.084840 0.255281 0.7 -1.0 -0.6 -0.2228
H 0.802869 -1.938082 -0.779944 0.1 0.0 0.3 0.2808
H 1.337675 -2.332586 0.879154 -0.2 0.2 -0.2 0.3966
C -0.607131 -3.142182 0.335137 -0.1 -0.1 0.1 -1.0519
H -0.919231 -3.306239 1.375164 0.0 0.1 -0.3 0.3260
H -1.470331 -2.864061 -0.285612 0.1 -0.1 0.2 0.2824
H -0.210811 -4.090745 -0.051961 -0.1 0.3 0.1 0.3769
C -1.505988 -0.385241 -2.909038 0.0 0.1 -0.1 -0.7382
H -2.818322 1.396524 -2.871316 0.3 0.1 0.2 0.4029
H -0.879724 -0.090721 -3.765715 -0.1 -0.1 0.1 0.3395
H -2.348368 -0.962175 -3.323383 0.3 0.1 0.1 0.3286
H -0.911462 -0.975250 -2.203844 -0.1 0.1 -0.2 0.0596


Relative energy (zero: lowest compared OMol25 entry of this formula, charge and spin) per entry: 31.78, 77.06 kcal per mole